Record 1
Here is a 10-piece molecular cluster, C4H31N3O9S overall from OMol25. Energies are from ωB97M-V with the def2-TZVPD basis set.

XYZ file:
```
48
Properties=species:S:1:pos:R:3:forces:R:3
N -1.422 -1.561 0.275 -0.10 -0.05 -0.02
C -1.094 -2.069 -1.085 0.69 -0.08 0.65
N 0.264 -1.876 -1.527 -0.55 0.02 0.10
C 0.749 -0.539 -1.821 1.65 -0.23 -0.09
C 2.280 -0.681 -2.065 -0.04 1.35 -0.01
N 2.999 -0.240 -0.835 -1.15 -0.86 -0.57
C -0.085 0.092 -2.908 -0.20 -0.40 -0.98
S 0.443 1.621 -3.719 0.23 0.15 0.54
H -1.584 -0.557 0.316 -0.16 0.05 -0.48
H -2.308 -2.002 0.493 -0.15 0.20 0.31
H -1.797 -1.673 -1.806 -0.07 -0.11 -0.37
H -1.175 -3.153 -0.985 -0.46 0.01 -0.27
H 0.883 -2.334 -0.872 0.14 0.00 0.01
H 0.792 0.118 -0.946 -0.75 0.14 -0.06
H 2.585 -0.005 -2.867 -0.18 -0.02 -0.07
H 2.572 -1.674 -2.401 -0.17 -0.21 0.22
H 3.402 -1.056 -0.402 0.71 0.47 0.19
H 3.592 0.546 -1.033 0.59 -0.31 0.29
H -0.116 -0.501 -3.829 -0.22 -0.73 0.51
H -1.081 0.179 -2.497 -0.09 0.26 -0.36
H 1.002 2.162 -2.639 0.00 0.42 0.18
O -3.060 1.309 1.171 -0.99 -0.67 -1.53
H -2.146 1.472 1.397 -0.27 0.17 1.10
H -3.650 1.384 1.922 0.67 0.20 0.46
O 2.693 0.640 3.097 0.19 0.67 0.65
H 3.334 -0.069 3.041 -0.21 -0.21 -0.27
H 1.929 0.449 2.554 0.21 -0.75 -0.23
O 0.531 1.642 1.235 -0.56 0.25 -0.31
H 0.703 1.690 2.177 -0.06 -0.05 0.04
H 1.028 0.935 0.808 0.30 -0.01 0.17
O -0.034 0.350 4.562 -0.10 0.09 0.17
H 0.759 0.856 4.759 0.16 -0.14 -0.01
H 0.247 -0.459 4.101 -0.16 0.11 -0.06
O -1.874 2.118 3.347 0.03 0.17 0.74
H -1.950 2.897 3.909 -0.02 0.06 -0.14
H -1.569 1.427 3.962 0.31 -0.05 -0.23
O -3.381 0.474 -2.729 -0.37 -0.38 -0.31
H -3.310 0.342 -1.779 0.14 0.42 0.07
H -3.006 1.328 -2.962 0.10 -0.02 0.27
O -1.349 1.725 -0.806 -0.04 0.07 -0.47
H -1.073 1.964 0.082 0.50 0.21 0.00
H -2.149 2.236 -0.966 0.01 -0.03 0.19
O 2.711 -3.755 1.234 -0.01 0.30 0.48
H 1.907 -3.606 1.743 -0.18 -0.14 -0.28
H 3.369 -3.469 1.881 0.27 -0.13 -0.26
O -0.019 -1.631 2.681 -0.01 0.00 -0.16
H 0.210 -2.537 2.461 -0.03 -0.04 0.20
H -0.634 -1.421 1.933 0.39 -0.15 0.02
```
Forces are in eV/Å.

Properties
HOMO level	-8.62	eV
SMILES string	NCN[C@@H](CN)CS.O.O.O.O.O.O.O.O.O
E	-38383.8239	eV
2S+1	1
orbital gap	8.56	eV


Record 2
Here is a 7-piece molecular cluster, C18H58NO24P6 overall from OMol25. Energies are from ωB97M-V with the def2-TZVPD basis set.

XYZ file:
```
107
Properties=species:S:1:pos:R:3:forces:R:3
N -0.279 -0.086 -0.873 -0.04 0.25 0.76
H -0.702 -0.843 -1.390 -0.19 -0.33 -0.41
H 0.271 0.536 -1.448 0.32 0.18 -0.53
H 0.287 -0.450 -0.119 0.63 -0.48 0.20
H -0.981 0.458 -0.392 -0.75 0.37 -0.01
C -4.713 4.594 3.523 -1.36 0.68 0.30
O -5.302 3.336 3.806 0.31 -3.13 0.05
P -4.401 2.002 3.712 1.32 -0.05 -0.38
O -3.516 2.021 2.501 -1.37 -0.56 1.45
O -3.480 2.007 5.061 -1.45 0.18 -2.21
C -4.167 1.909 6.300 -0.28 -0.09 0.60
O -5.432 0.726 3.946 1.20 2.05 -0.27
C -6.010 0.103 2.789 0.31 0.04 -0.82
H -3.659 4.686 3.785 -0.17 -0.08 0.06
H -5.411 5.136 4.161 0.86 1.25 -0.09
H -4.927 4.868 2.490 0.38 -0.09 -0.04
H -5.237 1.730 6.200 0.08 -0.61 -0.23
H -4.168 2.855 6.842 0.75 -0.01 0.09
H -3.633 1.090 6.783 -0.51 0.27 0.65
H -6.202 -0.947 3.010 0.01 0.22 0.20
H -5.311 0.173 1.955 0.16 -0.20 0.03
H -6.915 0.592 2.429 -0.16 0.10 0.52
C -7.454 -3.329 -3.571 -1.60 -0.15 0.06
O -6.302 -2.590 -3.844 1.83 -0.42 -0.82
P -4.984 -3.189 -4.526 -1.04 -0.66 0.16
O -3.786 -2.597 -3.969 0.91 0.90 -0.05
O -5.027 -4.773 -4.239 -2.94 3.72 -0.72
C -4.115 -5.547 -4.880 1.84 -3.51 0.20
O -5.195 -3.001 -6.130 0.41 -2.76 2.52
C -5.140 -1.733 -6.598 -0.20 3.49 -1.89
H -7.390 -3.777 -2.580 -0.14 0.17 0.02
H -7.731 -4.114 -4.275 0.61 -0.09 -0.27
H -8.258 -2.598 -3.667 -0.18 -0.15 0.54
H -3.369 -5.137 -5.560 -0.06 0.73 0.48
H -4.549 -6.382 -5.430 -0.66 0.26 -0.23
H -3.712 -6.041 -3.996 1.35 -0.34 -0.55
H -6.114 -1.245 -6.577 -0.28 -0.15 0.03
H -4.809 -1.700 -7.636 -0.11 -0.50 -0.12
H -4.473 -1.010 -6.128 0.34 -0.51 0.72
C 8.014 -2.053 -3.683 1.28 -1.25 0.56
O 7.844 -0.965 -2.753 -0.51 -0.07 -0.12
P 6.529 -0.084 -2.739 2.12 3.44 -1.09
O 5.306 -0.748 -2.429 -2.22 -1.04 0.38
O 6.964 1.148 -1.754 -0.50 -1.22 -0.72
C 6.032 2.029 -1.072 -0.16 -0.73 0.12
O 6.497 0.692 -4.195 -1.18 -2.36 1.87
C 7.638 1.313 -4.678 0.35 2.02 -0.41
H 7.378 -2.125 -4.566 0.28 1.01 -0.11
H 7.947 -3.064 -3.281 -1.10 0.18 1.18
H 9.096 -2.123 -3.790 -0.01 0.81 -1.21
H 6.401 2.031 -0.046 0.04 0.74 -0.17
H 4.997 1.697 -0.997 0.09 -0.83 -0.33
H 5.926 2.984 -1.585 0.76 0.11 0.19
H 8.411 1.462 -3.924 0.30 -0.63 -0.18
H 7.319 2.334 -4.887 0.10 0.22 -0.28
H 7.953 0.905 -5.639 0.30 -0.40 0.34
C 2.291 2.959 4.782 -0.78 1.24 1.32
O 2.990 2.060 4.008 1.98 -4.04 -0.21
P 3.644 0.730 4.778 -0.91 -0.62 0.20
O 2.798 0.205 5.904 1.47 1.19 -1.64
O 3.939 -0.340 3.604 -0.28 0.60 0.57
C 4.477 -1.640 4.032 -0.47 0.57 1.05
O 5.169 1.131 5.131 -1.13 -1.11 -0.15
C 5.400 2.131 6.084 0.14 1.91 0.22
H 2.998 3.770 4.957 -0.70 0.69 -0.11
H 1.975 2.609 5.764 0.24 -0.51 0.05
H 1.351 3.201 4.286 0.30 0.53 -0.24
H 5.565 -1.595 4.080 -0.10 -0.10 -0.62
H 4.032 -2.446 3.447 0.36 0.41 -0.43
H 4.156 -1.830 5.056 -0.14 0.07 0.09
H 4.926 2.061 7.064 -0.14 -0.86 -0.07
H 5.004 3.055 5.661 0.19 0.35 0.05
H 6.471 2.278 6.224 -0.07 -0.31 -0.12
C 0.916 7.284 -2.366 -0.76 -0.21 1.19
O 1.768 6.513 -3.145 0.82 -1.08 -2.35
P 1.259 5.418 -4.220 1.29 -0.29 -0.79
O 0.898 4.104 -3.654 -0.31 1.06 -0.22
O 2.571 5.254 -5.186 -2.22 -1.49 2.06
C 2.988 6.296 -5.947 0.14 3.84 -1.50
O 0.173 6.171 -5.189 -0.37 -0.89 1.71
C -1.246 6.012 -4.928 -1.77 -0.05 -0.48
H 0.097 6.625 -2.076 -0.41 0.42 0.34
H 0.544 8.192 -2.840 0.12 -0.11 -0.25
H 1.494 7.531 -1.476 -0.23 0.21 0.00
H 2.273 7.118 -5.969 -0.52 0.07 0.25
H 3.078 6.150 -7.023 0.39 -1.06 0.15
H 3.852 6.839 -5.564 0.52 -0.71 0.12
H -1.813 6.898 -4.643 1.05 0.86 -0.03
H -1.661 5.318 -4.196 1.44 -0.60 0.45
H -1.799 5.695 -5.812 0.76 -0.05 -0.55
C 0.499 -7.201 4.218 2.35 -1.23 -0.23
O -0.552 -7.248 3.258 -0.50 -0.50 0.61
P -1.415 -6.006 2.859 1.34 2.89 -2.19
O -0.543 -4.808 2.491 -2.31 -2.43 1.12
O -2.467 -5.843 4.057 0.09 -0.61 -2.31
C -2.030 -4.982 5.042 0.34 0.34 2.88
O -2.332 -6.429 1.606 2.58 0.07 0.35
C -3.335 -7.373 1.668 -3.87 -0.31 1.72
H 0.787 -6.320 4.791 -0.94 0.59 -0.57
H 1.382 -7.472 3.640 0.24 0.40 -0.11
H 0.522 -8.016 4.942 -1.22 -0.15 -0.02
H -0.949 -4.982 5.178 0.08 0.56 -0.57
H -2.329 -5.445 5.983 -0.50 0.27 0.18
H -2.464 -3.985 4.971 0.25 -0.04 -0.20
H -3.545 -8.253 1.060 1.94 0.06 -0.90
H -4.255 -6.820 1.483 -0.24 0.22 -0.03
H -3.511 -7.740 2.679 0.39 -0.04 0.24
```
Forces are in eV/Å.

Properties
HOMO level	-12.02	eV
E	-125972.3105	eV
2S+1	1
orbital gap	8.91	eV
charge	+1


Record 3
Here is a 3-piece molecular cluster, C41H36FNO4P overall from OMol25. Energies are from ωB97M-V with the def2-TZVPD basis set.

XYZ file:
```
84
Properties=species:S:1:pos:R:3:forces:R:3
C 1.491 1.151 -0.616 -0.66 0.23 -0.19
C -0.101 0.777 -0.943 -1.91 -0.56 -0.70
C -0.543 0.884 -2.536 -3.73 -1.12 3.12
C -2.114 0.566 -2.919 2.19 0.03 4.25
C -3.123 0.155 -1.694 1.69 0.24 0.47
C -4.720 -0.112 -2.103 1.64 0.27 0.03
P -5.710 1.199 -1.056 -0.54 -0.45 -2.13
C -5.266 3.009 -1.510 0.13 1.54 0.57
C -3.921 3.591 -0.775 0.77 0.82 3.62
N -3.811 3.870 0.569 -1.43 -1.55 -5.71
C -7.561 0.961 -1.601 0.22 0.98 0.79
C -8.596 1.414 -0.401 -1.91 -0.39 -0.71
C -9.666 0.141 -0.225 1.16 0.74 -0.59
F -7.935 1.801 0.867 -0.86 -1.01 -2.62
C -2.730 0.001 -0.110 3.80 1.44 -3.11
C -1.135 0.324 0.277 -1.93 0.42 -4.36
H 2.179 0.792 -1.501 -1.52 0.61 1.78
H 1.866 0.664 0.390 -0.93 1.02 -2.09
H 1.601 2.336 -0.553 -0.32 -2.63 -0.03
H 0.202 1.215 -3.385 -1.55 -0.81 2.06
H -2.447 0.647 -4.051 0.53 -0.28 2.75
H -4.868 0.100 -3.265 0.15 -0.30 2.62
H -5.064 -1.220 -1.872 0.56 2.42 -0.26
H -5.519 0.953 0.362 -0.17 0.30 -1.19
H -6.181 3.673 -1.132 1.84 -1.54 -0.68
H -5.189 3.196 -2.663 -0.17 -0.84 2.11
H -2.968 3.832 -1.442 -2.27 -0.71 1.41
H -4.723 3.636 1.035 0.78 0.21 -0.42
H -7.711 1.720 -2.496 0.38 -1.86 1.63
H -7.699 -0.163 -1.907 0.23 2.31 0.53
H -9.219 2.361 -0.770 1.63 -1.96 1.09
H -10.262 0.116 -1.259 1.14 0.06 2.42
H -9.004 -0.834 -0.180 -1.60 1.85 0.24
H -10.368 0.289 0.701 1.43 -0.38 -1.95
H -3.499 -0.317 0.743 1.85 0.71 -2.21
H -0.800 0.260 1.397 -0.54 0.15 -2.50
C 6.301 -0.164 -8.273 -0.22 -0.11 0.27
C 7.494 -0.829 -7.993 -0.10 -0.20 0.30
C 7.569 -1.699 -6.904 0.01 0.19 -0.25
C 6.451 -1.895 -6.085 0.26 0.30 -0.48
C 5.265 -1.211 -6.350 0.22 0.26 -0.48
C 5.186 -0.352 -7.454 0.26 0.05 -0.17
C 4.094 -1.373 -5.464 -1.06 0.67 -0.35
O 3.051 -0.775 -5.699 0.45 -0.26 0.17
C 4.201 -2.258 -4.287 -0.26 -0.24 0.56
C 3.118 -2.375 -3.406 0.04 -0.22 0.31
C 3.207 -3.220 -2.298 0.07 0.22 -0.35
C 4.370 -3.955 -2.071 0.22 0.10 -0.28
C 5.452 -3.836 -2.944 -0.25 -0.01 0.20
C 5.371 -2.978 -4.049 -0.31 -0.28 0.56
C 6.534 -2.831 -4.946 1.40 -0.81 0.19
O 7.559 -3.474 -4.745 -0.73 0.44 -0.11
H 6.239 0.507 -9.127 -0.01 -0.13 0.17
H 8.366 -0.672 -8.624 -0.16 -0.05 0.13
H 8.502 -2.219 -6.694 -0.32 0.04 0.08
H 4.260 0.175 -7.676 0.16 -0.20 0.20
H 2.205 -1.807 -3.577 0.28 -0.09 -0.13
H 2.366 -3.305 -1.612 0.14 0.02 -0.14
H 4.436 -4.619 -1.212 0.01 0.12 -0.17
H 6.359 -4.409 -2.758 -0.15 0.23 -0.20
C 3.909 -1.194 8.770 -0.34 0.11 -0.08
C 4.596 -0.876 7.599 -0.27 0.16 -0.21
C 3.926 -0.261 6.540 0.19 -0.14 0.22
C 2.560 0.027 6.649 0.48 -0.23 0.21
C 1.867 -0.312 7.810 0.50 -0.22 0.26
C 2.546 -0.914 8.878 0.28 -0.07 -0.03
C 0.416 -0.058 7.916 -0.60 -0.43 1.38
O -0.193 -0.353 8.937 0.33 0.21 -0.71
C -0.292 0.548 6.771 -0.61 0.24 -0.37
C -1.678 0.742 6.835 -0.20 0.15 -0.27
C -2.354 1.326 5.762 0.29 -0.17 0.25
C -1.648 1.727 4.628 0.36 -0.13 0.07
C -0.268 1.531 4.559 -0.35 0.00 0.01
C 0.410 0.931 5.628 -0.59 0.22 -0.26
C 1.864 0.695 5.531 0.91 0.35 -1.11
O 2.484 1.042 4.533 -0.44 -0.21 0.51
H 4.433 -1.665 9.598 -0.12 0.09 -0.15
H 5.656 -1.106 7.510 -0.20 0.06 0.00
H 4.471 -0.011 5.631 -0.28 0.02 0.17
H 2.014 -1.169 9.793 -0.02 0.12 -0.31
H -2.236 0.434 7.718 0.31 0.04 -0.13
H -3.431 1.471 5.812 0.20 -0.02 0.03
H -2.173 2.189 3.795 0.12 -0.04 0.13
H 0.276 1.842 3.668 0.05 -0.11 0.30
```
Forces are in eV/Å.

Properties
HOMO level	-11.03	eV
E	-64770.1804	eV
2S+1	1
orbital gap	8.05	eV
charge	+1


Record 4
Here is C24H21F6N5OTeV as an isolated structure from OMol25. Energies are from ωB97M-V with the def2-TZVPD basis set.

XYZ file:
```
59
Properties=species:S:1:pos:R:3:forces:R:3
V 0.212 -0.492 -0.004 -0.37 -0.23 1.28
C 3.900 0.355 1.734 -0.01 0.07 0.12
C 3.863 1.727 2.002 0.05 0.00 0.00
C 2.683 2.417 1.828 0.07 0.12 0.04
C 1.542 1.766 1.369 -0.21 -0.12 -0.04
N 1.587 0.422 1.107 0.34 0.40 0.05
C 2.756 -0.256 1.307 -0.17 0.12 -0.10
N 0.407 2.540 1.209 0.26 -0.20 -0.03
C -0.685 2.157 0.701 -0.21 -0.20 -0.10
N -0.969 0.793 0.254 -0.22 0.49 -0.40
C -2.360 0.750 -0.223 0.18 0.18 0.10
N -2.957 -0.278 -0.641 0.20 -0.30 -0.03
C -2.429 -1.555 -0.744 0.11 0.16 0.16
C -3.235 -2.525 -1.326 -0.14 -0.04 -0.06
C -2.796 -3.827 -1.435 0.00 -0.05 -0.02
C -1.542 -4.175 -0.927 -0.12 -0.04 0.06
C -0.779 -3.199 -0.353 -0.02 0.26 -0.11
N -1.184 -1.896 -0.280 -0.39 -0.15 -0.26
C -2.870 2.107 -0.099 -0.07 -0.17 -0.03
C -4.115 2.594 -0.451 -0.04 0.06 0.00
C -4.341 3.951 -0.239 -0.02 0.00 0.00
C -3.356 4.778 0.305 0.00 0.00 0.00
C -2.106 4.280 0.659 -0.05 0.06 0.02
C -1.887 2.932 0.447 0.16 0.02 0.09
H 4.806 -0.224 1.850 0.00 0.01 0.02
H 4.750 2.246 2.343 0.00 -0.01 0.00
H 2.600 3.476 2.027 0.02 0.00 0.00
H 2.752 -1.312 1.069 -0.04 0.00 -0.03
H -4.208 -2.214 -1.678 0.00 -0.02 0.00
H -3.425 -4.575 -1.900 0.00 0.00 0.00
H -1.168 -5.188 -0.978 -0.01 0.00 0.00
H 0.208 -3.423 0.034 0.03 0.05 -0.03
H -4.876 1.953 -0.874 0.01 0.00 0.00
H -5.299 4.377 -0.503 0.00 0.00 0.00
H -3.570 5.829 0.451 0.00 0.00 0.00
H -1.341 4.920 1.079 0.00 -0.01 0.00
C 2.690 -1.691 -3.089 0.05 -0.03 0.04
C 1.675 -0.722 -2.533 -0.17 -0.04 0.26
O 1.280 -1.062 -1.177 0.75 -0.29 -1.10
C 2.257 0.709 -2.412 0.04 0.01 -0.15
F 3.382 0.669 -1.697 -0.02 -0.02 0.05
F 2.495 1.237 -3.588 -0.06 0.02 0.06
F 1.396 1.510 -1.728 -0.04 -0.05 -0.03
C 0.349 -0.781 -3.334 0.10 0.01 -0.08
F -0.599 -0.016 -2.726 0.04 0.05 0.04
F 0.504 -0.383 -4.570 -0.05 0.07 0.03
F -0.119 -2.031 -3.316 -0.01 -0.05 0.03
H 3.576 -1.722 -2.459 0.00 0.03 0.00
H 2.982 -1.349 -4.083 0.02 -0.04 -0.02
H 2.264 -2.688 -3.171 -0.01 0.01 -0.01
C 0.337 0.049 3.872 0.01 0.00 0.03
Te -0.506 -1.338 2.531 -0.11 -0.16 0.07
C 0.867 -2.908 2.947 0.02 0.01 -0.01
H 1.418 0.059 3.770 0.02 0.01 0.04
H 0.044 -0.318 4.857 0.03 0.05 0.04
H -0.101 1.029 3.700 -0.01 0.01 0.01
H 0.276 -3.779 3.222 0.01 -0.02 0.01
H 1.478 -2.576 3.783 0.02 -0.03 0.01
H 1.489 -3.129 2.085 0.01 -0.02 0.00
```
Forces are in eV/Å.

Properties
HOMO level (spin up / spin down)	-17.58 / -17.58	eV
E	-83986.4243	eV
2S+1	1
orbital gap (spin up / spin down)	5.77 / 5.76	eV
charge	+3